Model i:
One molecule with the formula C4H8N2OS. Source: the Open Molecules 2025 dataset; level of theory: wB97M-V/def2-TZVPD.

Values from the calculation:
- SMILES = C[C@@]1(N)CN(S)C1=O
- net charge = 0
- lowest unoccupied orbital energy (eV) = 0.726
- multiplicity = 1

XYZ file:
```
16
C4H8N2OS (wB97M-V/def2-TZVPD)
C 2.1367 -0.3078 1.2008
C 1.2670 -0.2409 -0.0419
N 1.9769 -0.0584 -1.3041
C 0.1393 -1.3096 -0.1292
N -0.8220 -0.2181 0.0434
S -2.5117 -0.1792 0.0826
C 0.1214 0.7830 0.0583
O 0.0609 1.9871 0.1085
H 1.5389 -0.4651 2.1312
H 2.7105 0.5913 1.3062
H 2.8588 -1.1326 1.1321
H 2.8096 -0.6472 -1.3377
H 2.3033 0.8964 -1.3883
H 0.1182 -2.0387 0.6421
H 0.0586 -1.7974 -1.1354
H -2.7691 -0.0492 -1.2433
```

Model ii:
A 2-piece molecular cluster, C4H8N2OS overall. Source: the Open Molecules 2025 dataset; level of theory: wB97M-V/def2-TZVPD.

Values from the calculation:
- SMILES = CC(=S)NO.C=C=N
- net charge = 0
- lowest unoccupied orbital energy (eV) = 0.790
- multiplicity = 1

XYZ file:
```
16
C4H8N2OS (wB97M-V/def2-TZVPD)
C -1.7316 1.2521 -0.3003
C -0.5833 1.0815 0.5776
S -0.6798 0.4593 2.0722
N 0.6442 1.3415 0.1366
O 1.8018 1.0730 0.8249
H -2.7306 1.7039 0.0951
H -2.0489 0.2079 -0.4342
H -1.4554 1.6114 -1.1725
H 0.7774 1.2085 -0.8230
H 1.3872 0.4790 1.5209
C -1.0995 -2.3708 0.5872
C -0.0620 -1.9192 -0.0266
N 0.9138 -1.3150 -0.4375
H -1.3167 -1.8865 1.5556
H -1.9220 -2.9872 0.1417
H 1.7628 -1.6868 -0.3930
```

Model iii:
One molecule with the formula C4H8N2OS. Source: the Open Molecules 2025 dataset; level of theory: wB97M-V/def2-TZVPD.

Values from the calculation:
- SMILES = S=C1NNCCCO1
- net charge = 0
- lowest unoccupied orbital energy (eV) = 0.623
- multiplicity = 1

XYZ file:
```
16
C4H8N2OS (wB97M-V/def2-TZVPD)
S -0.1145 -3.4004 -0.4126
C -0.0153 -1.7567 -0.5640
N -1.1228 -0.9705 -0.4573
N -1.1093 0.3859 -0.7161
C -0.7054 1.1762 0.4464
C 0.6659 0.6700 0.8755
C 1.4874 0.1729 -0.3194
O 1.1402 -1.1482 -0.8030
H -1.9476 -1.3805 -0.0491
H -1.9962 0.6886 -1.1502
H -0.6571 2.2186 0.1370
H -1.4189 1.0905 1.2762
H 0.5839 -0.1549 1.6018
H 1.2333 1.4506 1.3625
H 1.4050 0.8641 -1.1605
H 2.5713 0.0938 -0.0672
```

Model iv:
One molecule with the formula C4H8N2OS. Source: the Open Molecules 2025 dataset; level of theory: wB97M-V/def2-TZVPD.

Values from the calculation:
- SMILES = O=[S@@H]1=NCC=CCN1
- net charge = 0
- lowest unoccupied orbital energy (eV) = 0.584
- multiplicity = 1

XYZ file:
```
16
C4H8N2OS (wB97M-V/def2-TZVPD)
O 0.8098 -1.4295 -1.9473
S -0.2496 -1.2235 -0.9745
N -1.3426 -0.1378 -1.0082
C -0.8431 1.2144 -1.0295
C 0.3055 1.4959 -0.0957
C 0.6747 1.0024 1.1022
C 0.1590 -0.3036 1.6196
N 0.4058 -1.5977 0.5440
H -0.9135 -2.4969 -1.1361
H -1.7460 1.7290 -0.8410
H -0.4075 1.4108 -2.1511
H 0.7056 2.4205 -0.4936
H 1.4783 1.2797 1.6734
H 0.5335 -0.8019 2.5447
H -0.8906 -0.5988 1.6447
H 1.3207 -1.9629 0.5484
```

Which of them is most stable, and which least? Most stable: model i; least stable: model iv.

Model i:
C4H8N2OS as an isolated structure. Source: the Open Molecules 2025 dataset; level of theory: wB97M-V/def2-TZVPD.

Values from the calculation:
- net charge = 0
- lowest unoccupied orbital energy (eV) = 0.070
- multiplicity = 1

XYZ file:
```
16
C4H8N2OS (wB97M-V/def2-TZVPD)
C 0.8786 -0.7799 -0.6544
C -1.4085 -1.7943 -0.4663
C -0.8437 0.3697 0.4990
C 0.3228 0.9602 1.1445
H 0.8647 -1.7245 -1.2803
H 2.0590 -0.8146 0.0423
H 1.2257 0.0358 -1.8457
H -0.9947 -2.8344 -0.9236
H 1.1189 0.1216 1.6490
H -0.2206 1.2931 2.0245
H 1.1061 1.8731 -0.7022
H 0.3957 2.8701 0.4226
N -0.4816 -0.8218 -0.1434
N 0.9100 1.9769 0.3565
O -2.6915 -1.7002 -0.5234
S -2.2409 0.9690 0.4010
```

Model ii:
A 2-piece molecular cluster, C4H8N2OS overall. Source: the Open Molecules 2025 dataset; level of theory: wB97M-V/def2-TZVPD.

Values from the calculation:
- SMILES = CS/C=C\N.N=C=O
- net charge = 0
- lowest unoccupied orbital energy (eV) = 0.727
- multiplicity = 1

XYZ file:
```
16
C4H8N2OS (wB97M-V/def2-TZVPD)
C 0.3925 -2.5223 -0.4370
S 0.4020 -0.8529 -1.0535
C 0.1965 0.0059 0.5548
C -1.0354 0.4920 0.8476
N -1.9191 0.7612 -0.1301
H -0.4045 -2.6027 0.2856
H 1.3298 -2.8616 0.0320
H 0.4702 -3.2196 -1.2219
H 0.7807 -0.4526 1.3122
H -1.4026 0.8048 1.8677
H -2.5902 1.4377 0.1991
H -1.5018 0.4751 -1.0089
N 1.3037 2.2575 -0.9641
C 1.2605 2.1212 0.2135
O 1.3758 2.4318 1.3379
H 1.3418 1.7245 -1.8350
```

Which of them is most stable, and which least? Most stable: model ii; least stable: model i.

Model i:
An isolated ion of composition C4H6IN2 and charge +1. Source: the Open Molecules 2025 dataset; level of theory: wB97M-V/def2-TZVPD.

Values from the calculation:
- SMILES = C[N+]1=C[C@@H]1/C=N/I
- net charge = +1
- lowest unoccupied orbital energy (eV) = -5.461
- multiplicity = 1

XYZ file:
```
13
C4H6IN2 (wB97M-V/def2-TZVPD)
C -0.7685 0.9877 1.0245
N -0.5958 -0.1829 0.4506
C -1.1578 -1.2772 0.1166
C -0.2821 -0.6313 -0.9601
C 1.2078 -0.4937 -1.1247
N 1.7396 -0.1751 -0.0293
I 3.6866 0.4909 0.3940
H -1.3616 0.8479 1.9669
H 0.2027 1.5570 1.1564
H -1.4341 1.6287 0.5323
H -2.0212 -1.9406 0.2218
H -0.9061 -0.1175 -1.6577
H 1.6905 -0.6939 -2.0912
```

Model ii:
An isolated ion of composition C4H6IN2 and charge +1. Source: the Open Molecules 2025 dataset; level of theory: wB97M-V/def2-TZVPD.

Values from the calculation:
- SMILES = C[n+]1cc[nH]c1I
- net charge = +1
- lowest unoccupied orbital energy (eV) = -3.574
- multiplicity = 1

XYZ file:
```
13
C4H6IN2 (wB97M-V/def2-TZVPD)
C 0.5963 1.4633 -0.4826
N -0.2442 0.3933 -0.0032
C -0.0518 -0.9317 -0.3582
C -0.9879 -1.6623 0.3346
N -1.6933 -0.7554 1.0676
C -1.2182 0.5158 0.9000
I -1.8141 2.2123 1.8329
H 0.2177 1.7237 -1.5231
H 0.4791 2.3689 0.0608
H 1.5622 1.0264 -0.6688
H 0.6342 -1.1326 -1.1212
H -1.3902 -2.6142 0.0594
H -2.3655 -0.8572 1.8473
```

Model iii:
An isolated ion of composition C4H6IN2 and charge +1. Source: the Open Molecules 2025 dataset; level of theory: wB97M-V/def2-TZVPD.

Values from the calculation:
- SMILES = C=[N+]1CNC=C1I
- net charge = +1
- lowest unoccupied orbital energy (alpha / beta) (eV) = -4.759 / -4.757
- multiplicity = 1

XYZ file:
```
13
C4H6IN2 (wB97M-V/def2-TZVPD)
C -0.2224 -1.9256 -0.0116
N -0.1480 -0.6313 0.0110
C 1.1784 0.0332 0.0619
N 0.8289 1.4806 0.0423
C -0.4830 1.5173 0.0658
C -1.1519 0.2218 0.1395
I -3.1877 -0.0870 0.1084
H 0.5179 -2.5513 -0.4680
H -1.0920 -2.4454 0.1954
H 1.7809 -0.1594 -0.9516
H 1.6635 -0.1091 1.0444
H 1.4651 2.2352 -0.3392
H -1.1497 2.4210 0.1017
```

Which of them is most stable, and which least? Most stable: model ii; least stable: model i.